The following is a quantum chemistry calculation of a cluster of 2 separate species, C3H7O3 in total at a distorted geometry, from the Open Molecules 2025 dataset.

Properties
**M**: 91.1 g mol⁻¹
**Highest occupied orbital energy**: -3.75 eV
**Total charge**: -1
**Energy**: -344.25477 hartree
**LUMO energy**: 4.0 eV

Cartesian coordinates (Å):
1 O -1.077 1.684 2.140
2 C -0.923 0.730 1.376
3 O -1.772 -0.051 0.826
4 C 0.628 0.538 0.978
5 C 0.734 0.840 -0.543
6 H 1.130 1.279 1.459
7 H 0.735 -0.431 1.227
8 H -0.179 0.566 -0.940
9 H 0.923 1.924 -0.806
10 H 1.451 0.267 -0.883
11 H -0.285 -1.761 -1.442
12 H -1.126 -2.901 -1.581
13 O -0.237 -2.684 -1.811